C3H13N3O | wB97M-V/def2-TZVPD

XYZ file:
```
20
Properties=species:S:1:pos:R:3:mulliken_charge:R:1
N -3.171 -0.339 0.063 -0.611
C -2.106 -0.145 1.025 -0.717
C -0.833 0.535 0.479 -0.650
N -0.206 -0.336 -0.522 -0.326
C 0.739 0.361 -1.388 -0.405
N 1.776 -0.602 -1.880 -0.659
H -2.678 -0.592 -0.796 0.299
H -3.556 0.571 -0.143 0.261
H -1.835 -1.032 1.612 0.333
H -2.457 0.527 1.826 0.343
H -1.138 1.500 0.064 0.481
H -0.189 0.801 1.329 0.274
H 0.213 -1.048 0.055 0.245
H 1.149 1.291 -0.967 0.297
H 0.171 0.580 -2.293 0.299
H 2.732 -0.417 -1.572 0.290
H 1.610 -1.325 -1.173 0.255
O 3.120 -0.459 1.409 -0.619
H 4.044 -0.213 1.454 0.315
H 2.615 0.342 1.419 0.297
```

Calculated values
* energy relative to the best compared isomer or geometry (same formula, charge and spin): 165.9 kJ/mol
* LUMO: 0.529 eV
* Kohn-Sham gap: 9.71 eV
* SMILES: NCCNCN.O

=====

C5H11N | wB97M-V/def2-TZVPD

XYZ file:
```
17
Properties=species:S:1:pos:R:3:mulliken_spin:R:1
C -0.309 -0.403 0.292 0.608
C -0.412 -1.081 2.781 0.050
C -0.022 1.193 -2.720 -0.005
C 0.383 -0.827 1.492 0.087
C 1.044 0.699 -1.785 0.882
N -1.522 -0.309 0.122 0.226
H -1.194 -1.776 2.508 0.000
H -0.916 -0.238 3.314 0.001
H 0.264 -1.558 3.536 0.003
H 0.181 2.382 -2.827 0.061
H -0.969 1.069 -2.053 0.027
H -0.263 0.766 -3.711 -0.001
H 0.978 -1.779 1.288 0.001
H 1.188 -0.068 1.693 0.021
H 1.271 1.493 -1.045 0.003
H 2.029 0.181 -2.188 0.032
H -1.730 0.257 -0.699 0.005
```

Calculated values
* energy relative to the best compared isomer or geometry (same formula, charge and spin): 52.8 kJ/mol
* LUMO (spin up / spin down): 1.115 / -0.600 eV
* ⟨S²⟩: 2.007
* Kohn-Sham gap (spin up / spin down): 7.76 / 10.54 eV
* multiplicity: 3

=====

C4H5CdLiO2 | wB97M-V/def2-TZVPD

XYZ file:
```
13
Properties=species:S:1:pos:R:3:mulliken_charge:R:1
H 3.101 -1.639 0.198 -0.250
C 0.487 0.519 0.001 0.530
C -0.834 1.182 0.059 -0.334
C -1.807 0.007 0.015 -0.254
C -1.014 -1.244 -0.057 -0.198
O 0.272 -0.863 -0.123 -0.177
O 1.613 0.941 -0.047 -0.622
Cd 3.386 0.019 -0.111 1.031
Li 1.552 -2.517 -0.155 0.909
H -0.914 1.877 -0.788 0.332
H -0.885 1.781 0.979 0.338
H -2.481 0.007 -0.859 0.340
H -2.476 -0.071 0.887 0.354
```

Calculated values
* energy relative to the best compared isomer or geometry (same formula, charge and spin): 1.3 kJ/mol
* LUMO: -10.035 eV
* total charge: +2
* Kohn-Sham gap: 7.54 eV

=====

C16H27BO9S | wB97M-V/def2-TZVPD

XYZ file:
```
54
Properties=species:S:1:pos:R:3:mulliken_charge:R:1
C -0.014 0.598 1.441 -0.839
B 1.142 1.174 0.499 0.117
O 0.689 2.009 -0.516 -0.599
C 2.706 0.854 0.708 0.128
C 2.837 0.041 2.043 -0.811
C 4.346 -0.267 2.362 -0.866
S 5.514 0.031 1.003 1.314
O 6.253 1.218 1.346 -0.691
O 6.407 -1.084 0.858 -0.689
O 4.781 0.291 -0.414 -0.485
C 3.344 -0.044 -0.384 0.022
C 2.846 0.187 -1.813 -1.051
C 1.678 -0.846 -2.098 1.405
C 2.143 -2.416 -1.963 -1.344
O 1.795 -1.591 -3.264 -0.559
H 0.191 0.762 2.511 0.283
H -0.245 -0.454 1.195 0.326
H -0.939 1.158 1.225 0.160
H 1.364 2.665 -0.746 0.343
H 3.307 1.779 0.828 0.364
H 2.320 -0.920 1.883 0.350
H 2.402 0.581 2.893 0.427
H 4.467 -1.292 2.744 0.340
H 4.646 0.391 3.192 0.466
H 3.314 -1.120 -0.133 0.560
H 2.431 1.181 -2.014 0.137
H 3.605 -0.140 -2.538 0.435
H 0.639 -0.578 -1.725 0.135
H 1.225 -2.542 -1.276 0.252
H 1.854 -3.306 -2.548 0.479
O -3.711 -2.098 1.565 -0.594
C -3.762 -1.138 2.277 0.380
C -4.830 -0.840 3.308 -0.377
C -4.598 0.637 3.592 -0.590
C -3.110 0.784 3.326 -0.426
O -2.816 -0.166 2.290 -0.191
H -4.652 -1.459 4.190 0.272
H -5.822 -1.027 2.906 0.286
H -4.888 0.945 4.596 0.341
H -5.163 1.241 2.879 0.278
H -2.504 0.542 4.203 0.293
H -2.851 1.785 2.984 0.327
O -2.474 1.046 -1.142 -0.525
C -2.317 0.629 -2.250 0.259
C -3.207 0.889 -3.445 -0.401
C -2.751 -0.181 -4.427 -0.644
C -1.298 -0.380 -4.037 -0.430
O -1.251 -0.137 -2.617 -0.169
H -3.011 1.896 -3.818 0.259
H -4.255 0.779 -3.179 0.308
H -2.881 0.096 -5.473 0.333
H -3.311 -1.102 -4.252 0.294
H -0.633 0.331 -4.533 0.278
H -0.950 -1.390 -4.243 0.328
```

Calculated values
* LUMO: 0.295 eV
* Kohn-Sham gap: 8.97 eV
* SMILES: CB(O)[C@H]1CCS(=O)(=O)O[C@@H]1C[C@@H]1CO1.O=C1CCCO1.O=C1CCCO1

=====

C37H31N3O4P2S4W | wB97M-V/def2-TZVPD

XYZ file:
```
82
Properties=species:S:1:pos:R:3:mulliken_charge:R:1
W 1.271 1.139 -0.503 1.476
S 1.989 0.504 -2.894 -0.420
P 1.984 -0.930 -1.510 0.653
C 0.338 0.316 1.039 -0.092
P -1.027 -0.572 0.585 1.799
S -0.902 -0.084 -1.385 -0.351
C -0.958 -2.351 0.857 0.290
C -1.527 -3.231 -0.061 0.189
C -1.516 -4.592 0.196 -0.890
C -0.919 -5.075 1.354 -0.564
C -0.335 -4.200 2.259 -0.780
C -0.360 -2.834 2.016 -0.532
C -2.531 -0.015 1.411 0.781
C -2.563 1.257 1.976 -0.336
C -3.697 1.679 2.650 -0.811
C -4.804 0.848 2.745 -0.553
C -4.785 -0.410 2.158 -0.834
C -3.646 -0.846 1.499 -0.714
C 1.348 -2.537 -2.005 1.287
C 1.801 -3.640 -1.284 -0.683
C 1.409 -4.917 -1.660 -0.865
C 0.573 -5.090 -2.752 -0.442
C 0.123 -3.988 -3.472 -0.787
C 0.510 -2.711 -3.103 -0.335
C 3.493 -1.060 -0.616 1.038
C 3.281 -0.882 0.911 0.589
C 4.447 -1.273 1.722 -1.252
C 5.605 -1.689 1.193 -0.679
C 5.759 -1.885 -0.240 -0.731
C 4.747 -1.644 -1.084 -0.838
H -1.958 -2.851 -0.980 0.464
H -1.956 -5.279 -0.516 0.438
H -0.904 -6.140 1.548 0.411
H 0.136 -4.579 3.156 0.452
H 0.086 -2.140 2.721 0.471
H -1.700 1.905 1.909 0.416
H -3.710 2.660 3.109 0.406
H -5.682 1.176 3.287 0.481
H -5.646 -1.061 2.235 0.432
H -3.620 -1.841 1.072 0.365
H 2.464 -3.504 -0.437 0.456
H 1.760 -5.773 -1.100 0.435
H 0.273 -6.086 -3.051 0.431
H -0.521 -4.127 -4.331 0.422
H 0.176 -1.849 -3.665 0.412
H 2.325 -1.155 1.340 -0.010
H 4.318 -1.251 2.798 0.436
H 6.427 -1.961 1.843 0.387
H 6.686 -2.303 -0.612 0.419
H 4.831 -1.894 -2.136 0.471
N -5.908 3.658 0.939 -0.468
C -4.740 3.486 0.218 0.471
C -3.696 4.411 0.335 -0.779
C -2.562 4.282 -0.438 -0.588
C -2.451 3.225 -1.335 -0.123
C -3.474 2.295 -1.453 -0.013
C -4.610 2.422 -0.676 -0.627
S -1.069 3.168 -2.412 0.996
O -1.269 2.115 -3.359 -0.644
O -0.832 4.512 -2.878 -0.758
N 0.217 2.807 -1.445 -0.397
C 1.239 3.689 -1.311 0.425
S 1.375 5.390 -1.513 -0.062
C 2.924 5.307 -0.738 -0.469
C 3.261 4.040 -0.443 -0.764
N 2.308 3.108 -0.805 -0.158
H -5.845 4.237 1.759 0.248
H -6.465 2.831 1.078 0.272
H -3.792 5.241 1.024 0.342
H -1.766 5.014 -0.364 0.431
H -3.374 1.487 -2.164 0.565
H -5.414 1.702 -0.772 0.358
H 3.520 6.192 -0.596 0.442
H 4.175 3.729 0.026 0.379
C 4.511 1.231 0.079 -2.641
C 3.302 0.342 0.024 1.288
O 1.582 2.062 1.387 -0.776
H 5.428 0.651 0.178 0.500
H 4.441 1.900 0.937 0.306
H 4.599 1.810 -0.840 0.456
O 0.653 1.220 3.279 -0.717
C 0.838 1.204 2.088 -0.308
```

Calculated values
* energy relative to the best compared isomer or geometry (same formula, charge and spin): 18.4 kJ/mol
* LUMO: -0.313 eV
* Kohn-Sham gap: 7.61 eV

=====

C8H30IO10P4 | wB97M-V/def2-TZVPD

XYZ file:
```
53
Properties=species:S:1:pos:R:3:mulliken_charge:R:1
O -4.560 -1.915 3.093 -0.640
P -4.843 -1.362 1.771 0.832
O -5.573 -2.426 0.892 -0.484
O -5.767 -0.091 1.878 -0.492
C -3.232 -0.893 1.047 -0.592
P -2.063 -0.852 2.445 0.135
C -0.617 0.236 2.181 -0.827
C 0.174 0.038 0.843 -0.603
C 1.665 0.038 1.195 -1.044
I 2.846 -0.703 -0.422 -0.016
P -1.606 -2.913 3.006 -0.204
P 0.534 -3.279 3.011 0.957
O 0.663 -4.683 3.312 -0.654
O 1.152 -2.973 1.608 -0.387
O 1.281 -2.434 4.142 -0.485
H -5.087 -3.262 1.020 0.391
H -5.211 0.635 2.214 0.362
H -2.939 -1.724 0.409 0.407
H -3.275 0.057 0.518 0.347
H -2.778 -0.306 3.517 0.228
H 0.060 0.187 3.028 0.579
H -1.003 1.253 2.185 0.524
H -0.120 -0.832 0.267 0.565
H 0.016 0.921 0.237 0.324
H 1.788 -0.600 2.059 0.286
H 2.009 1.029 1.463 0.516
H -1.973 -2.988 4.363 0.181
H 1.550 -3.807 1.295 0.367
H 0.629 -1.927 4.653 0.360
C 2.763 4.307 2.104 -0.460
O 3.764 3.302 1.985 -0.489
H 1.803 3.812 2.237 0.112
H 2.955 4.944 2.971 0.283
H 2.724 4.923 1.203 0.274
H 4.609 3.747 1.868 0.297
C 4.193 0.365 -4.136 -0.446
O 4.643 -0.516 -3.106 -0.456
H 3.117 0.246 -4.237 0.125
H 4.416 1.402 -3.874 0.269
H 4.672 0.114 -5.085 0.266
H 5.595 -0.407 -3.022 0.271
C 0.736 -1.558 -6.088 -0.533
O 0.761 -0.134 -6.018 -0.512
H 0.429 -1.935 -5.116 0.192
H 0.022 -1.895 -6.843 0.298
H 1.728 -1.951 -6.325 0.258
H 1.034 0.191 -6.882 0.299
C -2.273 2.756 -1.850 -0.618
O -2.214 2.238 -0.511 -0.422
H -2.133 1.927 -2.538 0.241
H -3.243 3.218 -2.037 0.275
H -1.483 3.490 -2.008 0.276
H -2.339 2.989 0.079 0.266
```

Calculated values
* energy relative to the best compared isomer or geometry (same formula, charge and spin): 60.3 kJ/mol
* LUMO: -3.373 eV
* total charge: +1
* Kohn-Sham gap: 8.07 eV

=====

So what do the calculations give for E_tot? Going down the list: -361.56126, -251.65597, -480.41985, -1725.90923, -4236.38358, -2738.16594 Eh.